# 1
C41H48CsN11S as an isolated structure at a distorted geometry. Source: the OMol25 dataset; level of theory: ωB97M-V/def2-TZVPD.

Each line ends with the Mulliken charge.
Atoms and positions in Å:
Cs (0.106, 0.019, 0.226)  0.914
C (5.672, 0.156, 2.993)  -0.760
C (4.918, -0.766, 2.283)  -0.531
C (4.006, -0.344, 1.338)  -0.092
C (3.850, 1.016, 1.036)  -0.740
C (4.602, 1.937, 1.788)  -0.066
C (5.490, 1.509, 2.752)  -0.656
N (2.937, 1.383, 0.089)  0.064
C (3.226, 2.221, -0.880)  0.219
C (4.567, 2.643, -1.171)  -0.261
C (4.855, 3.536, -2.150)  -0.782
C (3.830, 4.076, -2.956)  -0.911
C (2.550, 3.656, -2.772)  -0.411
C (2.198, 2.716, -1.766)  -0.066
N (0.949, 2.246, -1.645)  0.684
N (0.026, 2.832, -2.320)  -0.966
C (-1.146, 2.276, -2.639)  0.358
C (-2.261, 3.133, -2.813)  -0.750
C (-3.382, 2.646, -3.431)  -0.192
C (-3.402, 1.315, -3.855)  -1.101
C (-2.298, 0.530, -3.576)  0.041
N (-1.204, 0.972, -2.985)  -0.001
H (6.387, -0.175, 3.731)  0.423
H (5.058, -1.823, 2.462)  0.397
H (3.404, -1.059, 0.793)  0.786
H (4.471, 2.994, 1.598)  0.575
H (6.066, 2.237, 3.308)  0.394
H (5.364, 2.222, -0.570)  0.436
H (5.880, 3.840, -2.318)  0.387
H (4.075, 4.800, -3.719)  0.384
H (1.745, 4.015, -3.398)  0.473
H (-2.191, 4.155, -2.470)  0.432
H (-4.237, 3.287, -3.605)  0.418
H (-4.253, 0.910, -4.382)  0.445
H (-2.280, -0.521, -3.848)  0.345
C (2.573, 0.645, 4.934)  -0.873
C (1.840, 0.069, 3.890)  -0.402
N (0.588, 0.352, 3.636)  -0.045
C (-0.042, 1.239, 4.413)  -0.049
C (0.603, 1.881, 5.498)  1.389
C (1.951, 1.563, 5.739)  -0.895
C (-0.120, 2.787, 6.322)  -0.991
C (-1.431, 3.038, 6.097)  -0.980
C (-2.112, 2.437, 5.002)  1.318
C (-3.461, 2.708, 4.719)  -0.737
C (-4.052, 2.114, 3.632)  -0.685
C (-3.280, 1.246, 2.851)  -0.151
N (-2.024, 0.967, 3.094)  -0.133
C (-1.426, 1.542, 4.144)  -0.198
H (3.605, 0.376, 5.087)  0.518
H (2.307, -0.653, 3.236)  0.653
H (2.469, 2.038, 6.561)  0.419
H (0.408, 3.260, 7.137)  0.398
H (-1.989, 3.703, 6.740)  0.366
H (-4.007, 3.390, 5.354)  0.414
H (-5.083, 2.307, 3.378)  0.424
H (-3.715, 0.763, 1.988)  0.335
C (-7.240, -1.990, -0.095)  -1.105
C (-6.508, -1.871, -1.436)  -0.710
N (-5.141, -2.343, -1.411)  0.278
C (-4.935, -3.758, -1.647)  -1.060
C (-4.821, -4.573, -0.358)  -0.830
C (-4.086, -1.539, -1.055)  0.911
C (-4.380, -0.087, -0.797)  -1.396
N (-2.870, -1.886, -0.954)  -0.262
H (-8.179, -1.445, -0.147)  0.389
H (-6.644, -1.574, 0.712)  0.242
H (-7.462, -3.027, 0.143)  0.345
H (-6.520, -0.831, -1.765)  0.335
H (-7.052, -2.455, -2.185)  0.382
H (-4.030, -3.892, -2.251)  0.511
H (-5.780, -4.124, -2.237)  0.370
H (-3.989, -4.215, 0.243)  0.243
H (-4.655, -5.621, -0.597)  0.384
H (-5.730, -4.489, 0.231)  0.227
H (-5.149, 0.051, -0.040)  0.493
H (-4.694, 0.396, -1.720)  0.244
H (-3.454, 0.375, -0.470)  -0.003
H (-2.659, -2.857, -1.159)  0.125
N (0.109, -3.411, 2.903)  0.005
C (0.141, -2.546, 2.138)  -0.408
H (0.075, -4.159, 3.564)  0.280
C (4.599, -1.083, -2.229)  -1.163
N (3.956, -2.382, -2.157)  0.146
C (4.458, -3.240, -1.109)  -1.201
C (2.652, -2.533, -2.527)  0.224
S (1.642, -3.567, -1.705)  -0.254
N (2.217, -1.841, -3.610)  0.338
C (3.046, -1.609, -4.772)  -1.136
C (0.797, -1.759, -3.857)  -1.242
H (4.848, -0.742, -1.221)  0.354
H (3.929, -0.349, -2.668)  0.431
H (5.518, -1.139, -2.818)  0.231
H (5.539, -3.132, -1.054)  0.362
H (4.201, -4.273, -1.338)  0.447
H (4.019, -2.990, -0.137)  0.346
H (4.061, -1.953, -4.595)  0.377
H (3.061, -0.547, -5.029)  0.303
H (2.642, -2.169, -5.622)  0.411
H (0.274, -1.557, -2.924)  0.367
H (0.405, -2.690, -4.280)  0.298
H (0.611, -0.934, -4.542)  0.396

- Total charge: 0
- E_HOMO: -0.21965 Eh
- Energy: -71068.930 eV
- Maximum force: 2.78 eV/Å
- Energy relative to the best compared isomer or geometry (same formula, charge and spin): 1.183 eV
- 2S+1: 1
- Orbital gap: 0.2225 Ha



# 2
C41H49O2P2Sb2Ti as an isolated structure. Source: the OMol25 dataset; level of theory: ωB97M-V/def2-TZVPD.

Each line ends with the Mulliken charge.
Atoms and positions in Å:
Ti (-0.186, -0.331, 0.386)  -0.029
C (2.460, 1.892, 2.593)  -1.373
C (2.706, 1.900, 1.078)  -0.564
P (2.243, 0.415, 0.110)  0.102
C (2.552, 0.754, -1.632)  1.296
C (1.721, 0.151, -2.577)  0.082
C (1.952, 0.334, -3.932)  -1.027
C (3.019, 1.123, -4.345)  -0.859
C (3.860, 1.711, -3.408)  -0.747
C (3.635, 1.524, -2.053)  -0.554
C (3.439, -0.880, 0.526)  1.057
C (3.388, -2.065, -0.212)  -0.734
C (4.294, -3.082, 0.034)  -0.790
C (5.264, -2.924, 1.019)  -0.721
C (5.338, -1.740, 1.735)  -0.965
C (4.431, -0.717, 1.490)  -0.467
C (1.006, 1.672, 3.007)  -0.224
P (0.512, -0.049, 2.704)  2.011
C (-1.279, -0.183, 2.613)  -0.118
C (-1.789, -1.492, 2.500)  -0.382
C (-3.160, -1.711, 2.521)  -0.733
C (-4.026, -0.633, 2.631)  -0.660
C (-3.536, 0.671, 2.682)  -0.864
C (-2.173, 0.903, 2.668)  -0.493
C (1.282, -1.183, 3.829)  0.405
C (1.940, -2.315, 3.347)  0.390
C (2.527, -3.186, 4.251)  -0.866
C (2.459, -2.924, 5.613)  -0.638
C (1.802, -1.793, 6.090)  -0.852
C (1.209, -0.916, 5.202)  -0.738
H (2.770, 2.865, 2.976)  0.589
H (3.086, 1.158, 3.099)  0.256
H (3.766, 2.083, 0.889)  0.717
H (2.169, 2.740, 0.631)  0.049
H (0.901, -0.498, -2.270)  0.285
H (1.314, -0.146, -4.663)  0.579
H (3.205, 1.269, -5.401)  0.442
H (4.699, 2.311, -3.735)  0.494
H (4.310, 1.976, -1.336)  0.394
H (2.671, -2.174, -1.017)  0.639
H (4.265, -3.988, -0.558)  0.514
H (5.978, -3.715, 1.204)  0.471
H (6.114, -1.600, 2.476)  0.501
H (4.539, 0.204, 2.043)  0.312
H (0.339, 2.334, 2.447)  -0.532
H (0.874, 1.889, 4.069)  0.826
H (-1.108, -2.338, 2.485)  0.366
H (-3.548, -2.721, 2.494)  0.613
H (-5.094, -0.805, 2.688)  0.460
H (-4.224, 1.502, 2.775)  0.516
H (-1.801, 1.914, 2.775)  0.665
H (2.012, -2.502, 2.281)  0.264
H (3.046, -4.065, 3.892)  0.504
H (2.924, -3.605, 6.314)  0.456
H (1.751, -1.601, 7.153)  0.475
H (0.687, -0.042, 5.575)  0.393
C (-3.536, -2.547, -1.152)  -1.350
Sb (-2.645, -0.635, -1.012)  0.325
C (-4.341, 0.581, -0.663)  -1.257
C (-2.112, -0.172, -3.041)  0.114
C (-3.140, 0.761, -3.599)  0.299
C (-4.140, 0.224, -4.410)  -0.875
C (-5.182, 1.003, -4.884)  -0.795
C (-5.239, 2.345, -4.536)  -0.733
C (-4.252, 2.884, -3.728)  -1.051
C (-3.194, 2.112, -3.247)  1.342
C (-2.166, 2.892, -2.449)  -1.602
Sb (-0.697, 2.321, -0.955)  0.682
C (-1.280, 3.787, 0.476)  -1.651
C (0.850, 3.441, -1.875)  -1.538
H (-3.795, -2.926, -0.165)  0.401
H (-2.855, -3.228, -1.653)  0.456
H (-4.443, -2.436, -1.745)  0.500
H (-4.907, 0.633, -1.592)  0.616
H (-4.055, 1.585, -0.355)  0.239
H (-4.947, 0.116, 0.112)  0.561
H (-2.096, -1.125, -3.567)  1.032
H (-1.098, 0.228, -3.052)  -0.570
H (-4.090, -0.824, -4.681)  0.484
H (-5.939, 0.568, -5.521)  0.451
H (-6.044, 2.971, -4.895)  0.455
H (-4.301, 3.935, -3.470)  0.483
H (-2.687, 3.681, -1.905)  0.592
H (-1.491, 3.397, -3.145)  0.677
H (-1.469, 4.704, -0.080)  0.669
H (-0.475, 3.979, 1.185)  0.503
H (-2.186, 3.504, 1.007)  0.496
H (0.411, 4.410, -2.111)  0.772
H (1.155, 2.939, -2.791)  0.450
H (1.716, 3.584, -1.237)  0.478
C (0.499, -4.334, -0.520)  -1.394
C (0.071, -3.019, -1.073)  0.497
O (-0.325, -2.763, -2.165)  -0.378
O (0.140, -1.975, -0.139)  0.442
H (-0.308, -4.721, 0.107)  0.356
H (1.386, -4.222, 0.101)  0.260
H (0.673, -5.032, -1.334)  0.373

- Total charge: +3
- E_HOMO: -0.56848 Eh
- Energy: -102151.969 eV
- Maximum force: 0.36 eV/Å
- Energy relative to the best compared isomer or geometry (same formula, charge and spin): 0.000 eV
- 2S+1: 1
- Orbital gap: 0.2227 Ha